1.
ORCA calculation (ωB97M-V with the def2-TZVPD basis set) on a structure of composition C39H31IN8O2Tl.

Properties
DFT total energy ... -2563.3409 Ha
Net charge ... +1
Energy above the lowest of the compared OMol25 structures with the same formula, charge and spin ... 57.5 kJ/mol

Each line ends with the Mulliken charge.
Geometry (Å):
C  -2.5988  -1.0329  -1.9354  -0.26
C  2.3962  3.0085  -3.1855  1.25
C  -0.4018  -2.0955  2.3954  -1.64
H  -4.2045  -1.9701  -2.9989  0.50
H  -3.2119  0.7331  2.1654  0.36
O  3.1609  2.6457  2.7941  -0.64
C  0.0521  2.9561  4.7329  -0.49
C  0.3894  1.8131  2.5349  0.82
C  -4.7917  -1.2706  -1.0416  -0.55
C  0.9811  -0.8189  -3.9226  -0.28
C  0.8936  -1.1723  -5.2539  -0.92
C  4.1772  -0.5367  1.4757  -0.45
C  2.9355  -0.7902  2.0565  0.25
H  -0.9912  2.6804  4.6628  0.46
C  0.9390  -1.4438  2.5047  0.59
H  -1.1060  4.2990  -4.1842  0.48
C  0.0049  3.0564  -2.8706  0.14
H  -1.1574  -1.4951  2.9047  0.42
C  1.2631  2.5205  -2.4630  0.19
H  2.6785  2.1831  2.0795  0.19
H  4.5416  3.0341  -3.3711  0.39
N  -2.1718  -0.4221  -0.8312  0.40
C  2.2637  2.9399  3.7508  0.51
H  -0.5241  -4.6385  -2.1440  0.24
C  0.1056  -3.0124  -3.3943  0.79
H  1.0405  -1.1547  4.5896  0.27
N  0.5357  -1.7079  -1.5827  -0.05
C  3.8028  -0.2391  4.2770  -1.12
O  1.1748  1.5178  1.5905  -0.58
C  -3.8995  -1.4831  -2.0833  -1.08
C  1.5261  1.5817  -1.4153  1.00
H  0.8797  5.0050  -5.4905  0.41
H  -0.5942  -4.2392  0.3052  0.50
C  3.7099  2.6343  -2.8040  -1.12
H  -0.1480  3.9444  6.6184  0.42
C  2.2326  3.8938  -4.2804  -0.97
C  1.8761  3.9964  5.8765  -0.37
C  5.2013  -0.1102  2.2988  -0.93
H  -0.3492  -3.0618  2.9150  0.49
C  0.5658  -1.7623  -2.9818  0.12
N  1.4937  -1.1119  3.6923  0.12
H  4.3440  -0.7077  0.4198  0.61
C  5.0116  0.0549  3.6790  -0.51
C  0.0178  -3.3791  -4.7332  -1.25
N  -0.9125  1.4657  2.5731  -1.50
C  -2.5246  0.4770  1.3646  -1.00
C  0.5229  3.6566  5.8205  -0.81
C  2.8096  1.2761  -1.0611  0.28
H  -5.0237  -0.4225  0.9260  0.54
H  2.9939  0.5993  -0.2412  -0.79
C  0.9039  2.5779  3.6853  -0.01
C  -4.3541  -0.6201  0.0986  -1.07
N  1.7313  -1.2409  1.4823  -0.21
C  3.9210  1.8157  -1.7432  -0.91
H  4.9239  1.5564  -1.4285  0.53
H  -5.8195  -1.5995  -1.1211  0.44
H  5.8334  0.4068  4.2880  0.43
N  -0.7634  -2.2179  0.9947  -0.02
C  -0.1300  3.9145  -3.9228  -0.66
H  1.2089  -0.4656  -6.0098  0.49
C  0.0749  -2.8662  -1.1833  0.21
H  3.7845  3.9116  4.8852  0.47
C  0.4171  -2.4326  -5.6544  -0.52
C  -0.0840  -3.2719  0.2518  -0.79
C  1.0009  4.3262  -4.6568  -0.80
C  2.7880  -0.6780  3.4365  0.58
H  1.3637  0.1459  -3.6191  0.39
H  3.6594  -0.1373  5.3448  0.47
H  6.1755  0.0929  1.8744  0.44
H  -1.7660  -2.3069  0.9062  0.34
H  3.1195  4.2277  -4.8053  0.42
I  -1.7388  2.6662  -1.8067  0.16
Tl  0.1997  0.3220  -0.2729  1.77
H  2.2579  4.5495  6.7258  0.41
C  2.7362  3.6450  4.8587  -0.66
N  -0.2038  -3.6875  -2.2205  -0.05
H  0.9149  -3.3972  0.6680  0.28
N  -1.2920  0.8145  1.4650  1.06
H  -0.3378  -4.3535  -5.0410  0.44
H  0.3682  -2.6686  -6.7088  0.40
C  -3.0266  -0.2076  0.1719  0.96
H  -1.8769  -1.1415  -2.7371  0.55

2.
ORCA calculation (ωB97M-V with the def2-TZVPD basis set) on a cluster of 2 separate species, C13H22NO2S in total in a non-equilibrium geometry.

Properties
DFT total energy ... -1111.6143 Ha
Net charge ... +1
Energy above the lowest of the compared OMol25 structures with the same formula, charge and spin ... 0.0 kJ/mol

Each line ends with the Mulliken charge.
Geometry (Å):
H  5.9345  -2.5873  0.5410  0.25
H  0.9075  3.3615  -0.1112  0.38
H  2.5123  -3.4192  -0.3666  0.42
O  -1.8514  3.0086  -2.4001  -0.71
H  0.7458  2.1321  -1.4237  0.24
H  -2.6852  -3.3174  1.6408  0.35
H  -1.4419  -3.7509  0.4363  0.32
C  -1.8358  2.3131  0.1464  -1.22
H  -0.8506  5.6047  -1.4687  0.40
H  -1.0211  5.2563  0.2879  0.35
H  -3.8599  -1.4999  -0.8759  0.34
C  -1.3094  -0.8187  0.0481  -0.02
H  -3.9579  -0.6216  0.6579  0.33
H  -1.3273  2.3869  1.1072  0.41
C  4.8894  -2.7751  0.2902  -0.83
C  -3.6083  -1.5530  0.1917  -0.83
C  0.1199  -0.9999  0.0775  -0.20
C  -1.4226  5.0532  -0.7105  -1.10
C  2.9051  -1.3917  0.3486  0.83
H  -1.7165  0.1653  -0.2008  0.42
H  -2.4830  5.3208  -0.7621  0.35
H  0.5024  1.0093  0.7746  0.39
O  4.2385  -1.5153  0.5698  -0.42
C  0.5094  3.1543  -1.1119  -1.08
C  2.3231  -0.1305  0.6499  -0.70
C  0.7268  -2.2246  -0.3007  -0.71
C  0.9658  0.0530  0.5234  -0.36
N  -2.1720  -1.7510  0.4044  0.14
H  0.1164  -3.0224  -0.7242  0.58
C  -1.7866  -2.9672  1.1240  -0.88
H  -2.8465  1.9089  0.0677  0.47
H  0.8617  3.8940  -1.8412  0.48
H  2.9740  0.6785  0.9826  0.44
S  -1.2927  3.2780  -1.0678  1.17
H  -0.9919  -2.7626  1.8511  0.37
C  2.0818  -2.4407  -0.1363  -0.38
H  4.7940  -3.0461  -0.7714  0.35
H  -4.1290  -2.4045  0.6319  0.32
H  4.4811  -3.5789  0.9199  0.35

3.
ORCA calculation (ωB97M-V with the def2-TZVPD basis set) on a cluster of 2 separate species, C4H8O2 in total in a non-equilibrium geometry.

Properties
SMILES string ... C=C/C=C/O.O
DFT total energy ... -307.6313 Ha
Energy above the lowest of the compared OMol25 structures with the same formula, charge and spin ... 213.1 kJ/mol

Each line ends with the Mulliken charge.
Geometry (Å):
H  -0.7019  -0.7876  -1.2787  0.48
H  0.0713  -2.3686  0.3530  0.26
H  1.5314  -0.0826  1.7715  0.22
C  0.6836  0.6942  -0.7903  0.13
H  -1.8702  0.6767  0.2879  0.35
C  1.1995  -1.0791  1.5332  -0.84
H  1.4132  1.0705  -0.0813  0.21
O  -2.6860  1.1840  0.3157  -0.66
H  1.5233  -1.8584  2.2102  0.24
C  0.4081  -1.3460  0.5023  0.18
H  -3.2703  0.8281  -0.3556  0.31
C  -0.0036  -0.4306  -0.5355  -0.77
O  0.6157  1.3309  -1.9805  -0.46
H  1.0860  2.1684  -1.9518  0.35

4.
ORCA calculation (ωB97M-V with the def2-TZVPD basis set) on an isolated molecule of C14H20N6O3 in a non-equilibrium geometry.

Properties
DFT total energy ... -1099.5412 Ha
Energy above the lowest of the compared OMol25 structures with the same formula, charge and spin ... 538.2 kJ/mol

Each line ends with the Mulliken charge.
Geometry (Å):
H  2.3278  -1.7851  1.5894  0.36
C  1.7126  -3.4918  -1.5715  -0.45
H  -1.4708  3.0994  1.2251  0.28
H  1.9377  -4.5585  -1.5044  0.31
C  1.6971  -0.5798  3.2497  -0.84
H  2.2018  0.7181  0.8797  0.42
H  -2.5126  0.6308  -1.3946  0.44
N  -0.5912  0.6041  -0.5881  0.34
C  -1.8868  1.2426  -0.7320  -0.62
C  1.4913  -1.1165  1.8337  -0.75
N  -0.7860  -2.0398  -3.5840  -0.66
H  0.5832  -1.7421  1.7955  0.37
C  0.6121  0.3813  3.7176  -0.56
H  -3.4913  1.9069  0.4895  0.41
C  -1.0929  -0.8039  -3.8831  0.60
C  -1.6416  2.0621  1.5613  -0.61
H  -1.7657  2.2381  -1.1982  0.34
N  -0.3822  1.3411  1.6217  0.19
C  -2.5565  1.3522  0.6079  -0.98
C  0.0469  0.1401  -1.7695  0.55
H  1.6270  -0.5552  -0.2107  0.33
C  0.0794  0.6365  0.5916  0.60
C  0.0434  -2.1706  -2.5186  0.35
H  1.7228  -1.4363  3.9341  0.36
N  -1.5861  -0.3433  -5.1112  -0.55
C  0.4453  1.6016  2.8060  -1.07
H  0.9704  0.7512  -1.9609  0.33
H  -0.3489  -0.1451  3.8175  0.33
H  -0.0531  2.4001  3.3672  0.54
H  2.5253  -2.9660  -2.0902  0.28
H  -2.8097  0.3545  0.9779  0.32
H  2.6752  -0.0797  3.3111  0.32
H  1.5909  -3.0449  -0.5766  0.01
O  -0.7301  2.6078  -3.5084  -0.75
C  -0.8224  0.2743  -2.9799  -0.73
H  1.4375  1.9710  2.5026  0.45
N  -0.9111  1.4191  -3.6988  0.79
H  -2.0561  2.0947  2.5745  0.51
N  0.4620  -1.2633  -1.6662  -0.52
O  -1.4832  1.0159  -5.0173  -0.22
H  0.8744  0.7551  4.7164  0.34
O  0.4935  -3.4275  -2.3433  -0.41
C  1.4208  -0.0492  0.7378  -0.77

| no. | gap between HOMO and LUMO (eV) |
| --- | --- |
| 1 | 7.00 |
| 2 | 6.99 |
| 3 | 9.06 |
| 4 | 6.86 |